Entry 1:
Entry from the Open Molecules 2025 dataset: a structure of composition C37H37Cl2N2NdO2S3 (ωB97M-V with the def2-TZVPD basis set).

Structure (XYZ):
```
84
Properties=species:S:1:pos:R:3:forces:R:3:mulliken_charge:R:1
Nd -0.23538 -0.65571 1.05473 0.387 -0.834 0.396 0.965
C -2.69438 -3.42691 0.02763 0.063 0.007 0.086 -1.791
C -1.34508 -3.32061 0.68413 0.291 -0.500 0.096 0.851
C -1.24068 -3.28181 2.08893 0.189 -0.230 -0.317 -0.863
C -0.00538 -3.47881 2.72833 -0.167 -0.033 -0.198 0.657
C 0.07842 -3.68191 4.20623 0.058 0.042 0.025 -1.622
C 1.14552 -3.58581 1.93983 -0.295 0.142 -0.113 -0.666
C 1.07922 -3.59101 0.54643 -0.255 -0.142 0.001 0.861
C 2.30192 -3.90961 -0.25897 -0.001 0.025 0.043 -1.759
C -0.17288 -3.48141 -0.07557 -0.266 -0.072 0.533 -0.764
H -3.02218 -4.46671 0.08773 -0.051 0.021 -0.007 0.497
H -2.64808 -3.16311 -1.02707 -0.031 0.017 -0.032 0.298
H -3.44368 -2.81551 0.52993 -0.011 0.023 -0.043 0.358
H -2.14818 -3.26751 2.68813 0.078 0.169 -0.054 0.539
H 0.08732 -4.75021 4.42773 -0.056 -0.088 -0.071 0.419
H -0.76838 -3.23851 4.72353 0.003 0.057 0.043 0.419
H 0.99942 -3.26081 4.60103 -0.036 0.055 0.045 0.356
H 2.09802 -3.75471 2.42373 0.094 0.091 0.052 0.456
H 2.43742 -4.99121 -0.27487 0.043 -0.048 -0.049 0.474
H 3.19382 -3.47991 0.18903 0.114 0.046 -0.011 0.435
H 2.20712 -3.57481 -1.28897 0.032 0.025 -0.115 0.319
H -0.24878 -3.66581 -1.14117 -0.005 0.201 0.001 0.937
O -2.36488 0.05109 0.56223 0.053 -0.275 -0.029 -0.022
S -3.34868 1.17549 0.29463 -0.217 0.883 -0.931 0.009
C -4.25448 0.69319 -1.25127 -0.052 -0.440 0.366 -1.051
C -3.52138 -0.36811 -2.04767 0.386 0.039 -0.038 -0.304
C -2.40518 0.17909 -2.94027 0.017 0.057 0.246 0.335
C -1.61528 -0.94421 -3.59367 0.091 -0.140 0.268 -1.161
S -0.06758 -1.37311 -2.65707 0.017 0.733 -1.031 0.162
O -0.23348 -0.76981 -1.27087 0.027 0.131 -0.170 0.487
C 1.05522 -0.24561 -3.51887 -0.066 -0.240 0.209 0.484
C 1.55852 -0.65701 -4.74337 -0.071 -0.141 0.077 -0.699
C 2.44882 0.15569 -5.42207 -0.089 0.004 -0.002 -0.778
C 2.83842 1.36519 -4.86677 0.016 0.017 -0.022 -0.771
C 2.33172 1.76979 -3.64277 -0.037 -0.015 -0.090 -0.701
C 1.43472 0.96179 -2.96237 -0.200 0.055 0.241 0.627
C -2.40038 2.53549 -0.44077 -0.047 -0.163 0.303 0.911
C -3.11278 3.68689 -0.73937 -0.006 -0.127 0.077 -0.830
C -2.45028 4.78489 -1.25927 0.012 -0.075 -0.001 -0.749
C -1.08188 4.72779 -1.46907 0.012 -0.019 -0.026 -0.875
C -0.37398 3.57689 -1.16277 -0.023 -0.078 0.044 -0.746
C -1.03228 2.47339 -0.64077 0.037 -0.343 0.201 -0.082
H -4.43398 1.59679 -1.82707 0.011 0.185 0.118 0.498
H -5.20848 0.30879 -0.89727 -0.080 0.012 0.055 0.489
H -4.24248 -0.89681 -2.67337 -0.095 -0.014 0.077 0.662
H -3.10238 -1.09041 -1.34397 -0.071 -0.045 -0.116 -0.395
H -1.72718 0.79789 -2.35197 -0.045 0.082 -0.115 -0.617
H -2.83898 0.81709 -3.71047 0.060 0.018 -0.073 0.651
H -1.28438 -0.69361 -4.59817 0.122 -0.070 -0.031 0.494
H -2.20698 -1.85701 -3.63807 0.059 -0.145 -0.038 0.585
H 1.25742 -1.60591 -5.15617 -0.003 -0.215 -0.164 0.546
H 2.82732 -0.15251 -6.38357 0.082 -0.043 -0.070 0.458
H 3.53782 1.99409 -5.39217 0.096 0.095 -0.080 0.462
H 2.63102 2.72179 -3.22897 0.017 0.047 0.078 0.548
H 1.03762 1.26869 -2.00607 -0.007 -0.035 0.020 -0.422
H -4.17578 3.72389 -0.55957 -0.202 0.095 0.037 0.634
H -2.99988 5.68149 -1.49357 -0.074 0.113 -0.022 0.443
H -0.56578 5.58389 -1.87057 0.082 0.119 -0.051 0.453
H 0.69142 3.54519 -1.33057 0.132 -0.025 0.016 0.452
H -0.47968 1.55759 -0.39647 -0.182 0.490 -0.310 0.530
Cl -0.73998 1.92579 2.34883 -0.034 0.461 -0.047 0.018
C -0.60258 1.67279 4.07003 0.065 -0.337 0.786 0.449
C -1.19448 2.58929 4.92113 -0.006 0.049 -0.208 -0.786
C -1.13518 2.37149 6.28663 0.088 -0.125 -0.104 -0.551
C -0.49628 1.24349 6.77463 0.011 -0.050 0.009 -0.715
C 0.10332 0.34409 5.91063 -0.203 0.280 -0.369 0.101
Cl 0.89482 -1.03891 6.54683 0.092 -0.103 0.291 -0.188
C 0.06952 0.53559 4.51763 0.179 0.101 0.111 0.169
S 0.91792 -0.57941 3.46933 0.021 0.099 -0.023 -0.183
H -1.68808 3.45829 4.51693 -0.086 0.095 -0.030 0.481
H -1.58698 3.07329 6.96933 -0.048 0.061 0.028 0.408
H -0.45838 1.04719 7.83283 0.022 0.010 0.160 0.469
N 6.81792 2.52319 -0.91167 0.511 0.262 -0.178 -0.380
C 5.83112 2.03869 -0.59887 -0.016 -0.042 0.072 -0.311
C 4.59522 1.44119 -0.23017 -0.819 -0.408 0.222 0.589
C 3.75302 2.04009 0.70773 0.138 -0.150 -0.183 -0.896
C 2.54132 1.43859 0.99203 -0.126 0.119 0.111 -0.116
N 2.11212 0.31149 0.40143 0.323 0.123 -0.002 0.774
C 2.95002 -0.27401 -0.46757 -0.176 -0.026 -0.019 -0.547
C 4.18492 0.24109 -0.81107 0.036 0.100 0.157 -0.940
H 4.05112 2.94609 1.21103 -0.046 0.088 0.037 0.603
H 1.88072 1.88009 1.73113 0.098 -0.071 -0.073 0.333
H 2.60092 -1.19131 -0.92747 0.031 0.004 0.011 0.517
H 4.82122 -0.27571 -1.51177 0.005 -0.043 -0.095 0.613
```
Positions in Å, forces in eV/Å.

The highest occupied orbital energy (spin up / spin down) comes out at -12.60 / -12.61 eV. The expectation value of S² is 3.7555. Its spin multiplicity is 4. As for the total charge: +2. The calculation puts the frontier orbital gap (spin up / spin down) at 6.998 / 7.114 eV.

=====

Entry 2:
Entry from the Open Molecules 2025 dataset: a structure of composition C37H37FN2PPtS3 (ωB97M-V with the def2-TZVPD basis set).

Structure (XYZ):
```
82
Properties=species:S:1:pos:R:3:forces:R:3:mulliken_charge:R:1
Pt 0.22942 1.16379 -0.74799 -0.080 0.027 -0.147 2.254
N 2.16912 1.92758 -1.35914 -0.304 -0.019 0.110 -0.594
C 3.12427 0.83745 -1.45200 -0.009 0.021 -0.004 -0.267
C 3.99267 0.71624 -2.51669 0.027 -0.002 0.034 -0.711
C 4.85919 -0.37196 -2.54807 -0.004 0.013 -0.030 -0.794
C 4.84959 -1.30676 -1.52525 -0.001 -0.004 0.006 -0.822
C 3.96754 -1.17233 -0.45881 -0.009 -0.018 0.009 -1.250
C 3.09073 -0.09786 -0.42023 -0.030 -0.046 -0.068 0.838
P 1.78628 0.16629 0.82110 0.001 0.004 -0.045 2.095
C 2.46864 1.44648 1.91371 0.001 0.019 -0.029 0.530
C 3.65811 2.10346 1.59863 -0.019 0.023 0.000 -0.824
C 4.13636 3.11760 2.41856 -0.019 -0.034 -0.012 -0.845
C 3.43818 3.47041 3.56168 0.001 0.018 0.025 -0.627
C 2.26317 2.80649 3.89037 0.014 0.012 0.015 -0.726
C 1.77702 1.79966 3.07419 -0.032 0.026 -0.019 -0.270
C 1.73378 -1.34337 1.80751 0.070 0.094 0.171 0.235
C 0.83658 -2.37512 1.55900 0.006 -0.048 -0.055 0.043
C 0.88324 -3.53433 2.32131 -0.043 0.034 -0.040 -0.887
C 1.82371 -3.66651 3.33013 0.063 0.015 0.021 -0.721
C 2.72888 -2.64082 3.57975 -0.052 -0.067 0.008 -0.731
C 2.68382 -1.48178 2.82612 -0.037 0.066 0.010 -0.880
H 2.47988 2.64998 -0.70411 -0.062 -0.039 0.005 0.305
H 2.01165 2.38501 -2.25682 0.009 -0.038 -0.009 0.461
H 3.99563 1.44986 -3.31386 0.002 -0.001 0.007 0.491
H 5.53825 -0.48820 -3.38204 0.001 0.007 0.010 0.424
H 5.52237 -2.15274 -1.56113 -0.003 0.004 0.003 0.470
H 3.94779 -1.91817 0.32534 -0.011 0.009 0.020 0.496
H 4.23590 1.81323 0.72947 0.016 -0.005 0.004 0.443
H 5.05990 3.62100 2.16587 0.003 -0.006 0.002 0.469
H 3.81280 4.25604 4.20420 -0.006 0.005 -0.011 0.415
H 1.72205 3.07641 4.78747 0.002 -0.012 -0.002 0.461
H 0.86371 1.28794 3.34256 0.026 0.011 0.002 0.421
H 0.09307 -2.28227 0.78233 -0.039 0.023 0.033 0.132
H 0.17180 -4.32626 2.12843 0.007 0.000 -0.004 0.509
H 1.85417 -4.56805 3.92795 -0.006 0.003 -0.008 0.419
H 3.46318 -2.74171 4.36768 -0.001 0.002 -0.005 0.441
H 3.37795 -0.67772 3.03904 -0.003 -0.032 -0.014 0.517
S -0.95588 5.41968 -1.71463 0.008 0.051 0.000 -0.114
C -0.59221 3.88662 -1.40404 0.108 -0.250 0.015 0.182
S -0.69103 2.49273 -2.46000 0.019 0.312 0.166 -0.324
S -0.07622 3.26920 0.15336 0.236 0.149 -0.103 -0.340
C -0.52057 -2.70358 -2.07987 0.027 0.022 0.023 -1.368
C -0.69179 -1.56639 -3.08557 -0.035 0.031 0.026 0.560
C 0.58085 -0.73802 -3.17417 -0.221 0.079 0.039 -0.910
C -1.97183 -0.74452 -2.88123 0.060 -0.051 -0.069 0.764
C -2.88185 -0.85293 -3.93012 0.046 -0.023 -0.014 -1.073
C -4.13139 -0.27346 -3.87127 0.000 0.011 0.008 -1.415
C -4.47593 0.44601 -2.74676 0.043 0.083 -0.073 -1.066
C -3.60559 0.62756 -1.67237 0.013 0.100 -0.065 0.556
C -4.20742 1.51180 -0.57289 -0.067 -0.120 0.007 0.569
C -3.33321 2.59988 0.03063 -0.107 -0.030 -0.055 -1.029
C -4.93055 0.70472 0.51177 0.033 -0.002 0.096 -1.428
C -2.33310 0.01257 -1.74200 -0.084 -0.029 0.107 -0.670
N -1.41691 0.06200 -0.61867 0.108 -0.023 -0.005 0.838
C -1.86947 -0.61587 0.52816 0.050 0.025 0.080 0.417
C -2.62604 -1.79179 0.39801 -0.008 0.057 -0.018 0.121
C -3.05530 -2.51354 1.49602 -0.003 0.017 0.009 -1.360
C -2.75779 -2.08462 2.78291 -0.032 0.001 0.000 -0.850
C -2.03082 -0.91946 2.94772 0.035 0.050 -0.001 -0.774
C -1.60419 -0.21982 1.83831 0.070 0.003 -0.043 -0.072
F -0.88480 0.91343 2.06855 -0.152 0.001 -0.062 -0.330
H 0.26349 -3.38617 -2.41349 0.010 0.022 -0.001 0.531
H -1.44023 -3.27721 -1.97022 0.009 -0.025 -0.009 0.394
H -0.23621 -2.32172 -1.09926 -0.045 0.001 -0.072 0.199
H -0.81594 -2.02705 -4.06722 -0.030 -0.068 0.017 0.819
H 0.66518 -0.20592 -2.21651 0.447 -0.184 -0.118 -0.380
H 0.54194 0.01684 -3.96126 -0.006 -0.014 0.002 0.411
H 1.47651 -1.35025 -3.28789 -0.024 -0.035 -0.016 0.512
H -2.60257 -1.42992 -4.80337 -0.008 0.002 0.007 0.429
H -4.82556 -0.37600 -4.69478 -0.004 -0.004 0.011 0.417
H -5.44821 0.92203 -2.70393 0.006 -0.031 0.001 0.484
H -4.99293 2.05186 -1.10699 -0.011 -0.015 0.042 0.756
H -2.55312 2.21302 0.67187 0.136 -0.151 0.132 -0.145
H -3.95755 3.25434 0.64229 -0.005 -0.009 -0.007 0.526
H -2.87736 3.21412 -0.74428 -0.077 -0.018 0.024 0.152
H -4.23850 0.24249 1.21802 -0.042 0.024 -0.046 0.203
H -5.55249 -0.08095 0.07978 0.017 0.002 -0.011 0.298
H -5.58012 1.37473 1.07771 -0.003 -0.015 0.017 0.507
H -2.88930 -2.12447 -0.59508 -0.003 -0.008 -0.020 0.619
H -3.63966 -3.41108 1.34209 0.011 0.001 -0.001 0.476
H -3.09757 -2.63926 3.64643 0.000 0.001 -0.005 0.474
H -1.78711 -0.53057 3.92798 0.000 -0.008 -0.008 0.514
```
Positions in Å, forces in eV/Å.

The highest occupied orbital energy (spin up / spin down) comes out at -10.44 / -10.44 eV. Its spin multiplicity is 1. As for the total charge: +1. The calculation puts the frontier orbital gap (spin up / spin down) at 5.842 / 5.843 eV.

=====

Entry 3:
Entry from the Open Molecules 2025 dataset: a structure of composition C37H37IrN5O9Te (ωB97M-V with the def2-TZVPD basis set).

Structure (XYZ):
```
90
Properties=species:S:1:pos:R:3:forces:R:3:mulliken_charge:R:1
Ir 0.21788 2.13286 1.01762 -0.255 0.224 0.541 0.685
O -1.18740 3.46039 -2.50198 -0.019 -0.015 -0.075 -0.586
C -1.23471 2.97336 -1.41056 0.083 -0.036 0.073 0.360
O -0.10896 2.45179 -0.85138 -0.064 -0.003 0.042 -0.332
C -2.49818 2.73703 -0.65421 0.056 -0.050 -0.009 0.738
C -3.64075 2.43303 -1.37237 -0.077 0.015 -0.012 -0.667
C -4.79973 2.10342 -0.69395 0.084 -0.024 0.025 -0.312
C -4.84422 2.05721 0.68700 -0.042 -0.001 0.000 -0.724
C -3.69053 2.34141 1.38269 0.023 0.097 0.073 0.066
C -2.50166 2.73434 0.75228 -0.033 0.028 -0.063 0.864
O -1.44996 3.12102 1.45274 0.037 -0.160 -0.038 -1.034
N -3.70350 2.16164 2.84079 -0.089 -0.128 -0.052 0.929
O -4.68060 2.54130 3.44469 0.030 0.057 0.013 -0.582
O -2.75148 1.58207 3.33072 0.043 0.050 0.036 -0.519
N -6.00272 1.74533 -1.45768 -0.037 0.107 -0.020 1.037
O -5.88802 1.65477 -2.66300 0.003 -0.031 0.013 -0.610
O -7.02639 1.56762 -0.83337 0.019 -0.047 0.000 -0.614
H -3.62545 2.44942 -2.45345 0.010 0.004 0.004 0.636
H -5.75344 1.78630 1.20481 0.003 -0.001 0.001 0.612
N 0.57062 1.95296 2.98862 0.073 -0.104 -0.319 -0.527
C 0.91794 1.79569 4.08170 -0.004 0.091 -0.035 0.595
N 1.30471 1.62927 5.29738 -0.081 0.029 -0.008 0.009
C 0.87957 2.53676 6.38197 -0.041 -0.005 0.056 -0.553
C 0.31680 1.69458 7.51418 -0.005 -0.007 -0.016 -0.572
O 1.25352 0.71200 7.91109 0.007 -0.020 -0.015 -0.369
C 1.51602 -0.20516 6.86860 0.010 0.022 0.027 -0.640
C 2.16932 0.50034 5.69202 0.025 -0.002 -0.043 -0.373
H 0.13864 3.23317 5.99398 -0.001 -0.009 -0.012 0.463
H 1.75876 3.08982 6.71776 -0.009 0.001 -0.002 0.289
H -0.62009 1.22035 7.19718 -0.003 0.006 0.004 0.340
H 0.11988 2.32011 8.38233 0.000 0.003 -0.002 0.351
H 0.58590 -0.69031 6.54674 0.004 0.000 -0.002 0.360
H 2.18920 -0.96095 7.26872 -0.002 -0.005 -0.006 0.356
H 2.29541 -0.16503 4.83924 -0.002 0.004 -0.004 0.381
H 3.14156 0.90362 5.97566 0.044 0.011 0.024 0.234
C -1.61207 -0.50771 -8.04689 -0.003 0.000 0.010 -1.558
C -1.09544 -0.47656 -6.63879 0.001 -0.002 -0.001 0.501
C 0.13435 0.09825 -6.33818 -0.003 -0.014 -0.004 -1.042
C 0.61115 0.15822 -5.03848 0.012 0.023 0.014 0.532
C 1.93831 0.81812 -4.76611 -0.014 -0.006 0.009 -1.881
C -0.17269 -0.40335 -4.01447 0.017 0.072 -0.052 0.461
Te 0.61933 -0.26133 -2.09460 0.006 -0.091 -0.035 1.178
N 1.64268 1.04340 0.66521 0.410 0.062 -0.220 -0.093
C 2.88487 0.48552 0.57236 -0.015 0.078 0.045 0.419
O 3.12373 -0.37663 -0.25869 -0.026 -0.155 -0.008 -0.567
C 3.90515 0.96997 1.55139 -0.071 -0.050 0.037 0.280
C 4.82991 0.05056 2.03900 0.043 0.004 -0.028 -0.476
C 5.79211 0.45762 2.94971 -0.013 -0.001 -0.013 -0.598
C 5.84318 1.78437 3.35945 -0.014 0.009 0.002 -0.448
C 4.93042 2.70565 2.86115 0.021 0.004 -0.016 -0.779
C 3.95517 2.29945 1.96250 -0.061 -0.016 0.044 -0.118
C 0.18298 -2.19798 -1.41502 -0.012 0.017 -0.015 0.487
C 0.78621 -3.27200 -2.07505 -0.007 0.008 0.010 0.832
C 1.76391 -3.08708 -3.20487 -0.006 0.002 0.007 -1.640
C 0.45555 -4.55615 -1.65718 0.012 -0.008 0.012 -1.060
C -0.43847 -4.78262 -0.61962 -0.005 -0.003 -0.001 0.629
C -0.79122 -6.17725 -0.18769 0.000 0.002 0.003 -1.545
C -1.00122 -3.68457 0.02550 0.001 -0.001 -0.016 -1.072
C -0.70401 -2.38268 -0.34842 0.007 0.003 0.014 1.091
C -1.33478 -1.24341 0.40903 0.013 -0.002 -0.007 -1.183
C -1.43279 -0.96729 -4.28100 -0.017 -0.038 0.040 0.927
C -2.34087 -1.51381 -3.21215 0.001 -0.003 -0.018 -1.328
C -1.86269 -0.99260 -5.59765 -0.001 0.004 -0.002 -0.879
H -0.82738 -0.27934 -8.76539 0.000 -0.001 0.000 0.380
H -2.40851 0.22862 -8.17122 0.001 0.000 -0.004 0.328
H -2.03162 -1.48463 -8.28676 0.000 0.001 -0.004 0.380
H 0.73483 0.51674 -7.13710 -0.001 0.001 0.000 0.373
H 2.37771 1.18587 -5.69085 -0.006 0.005 -0.001 0.456
H 2.65540 0.12785 -4.31533 0.003 0.000 -0.006 0.380
H 1.82427 1.67675 -4.09802 0.004 -0.004 0.005 0.341
H 4.79306 -0.97172 1.68565 -0.007 -0.002 0.012 0.468
H 6.51343 -0.25475 3.32762 -0.007 0.000 0.002 0.432
H 6.60761 2.10455 4.05594 -0.015 -0.003 -0.005 0.435
H 4.99168 3.74512 3.15661 -0.008 -0.015 0.006 0.448
H 3.25399 3.01834 1.55822 -0.014 -0.001 0.012 0.467
H 2.49329 -2.30344 -2.98011 0.007 -0.007 -0.004 0.258
H 1.25389 -2.82118 -4.13331 0.002 0.014 0.001 0.297
H 2.32177 -4.00491 -3.38031 -0.007 -0.003 -0.002 0.505
H 0.91316 -5.40150 -2.15803 0.000 0.001 0.000 0.387
H -0.32714 -6.92288 -0.83019 -0.001 0.002 -0.002 0.367
H -1.87106 -6.32764 -0.21237 0.001 -0.004 0.001 0.357
H -0.46045 -6.35803 0.83622 0.000 -0.001 0.000 0.347
H -1.69960 -3.84882 0.83885 0.000 0.001 0.002 0.456
H -2.24275 -1.57106 0.91331 0.000 -0.002 -0.001 0.484
H -1.60611 -0.40255 -0.23629 -0.002 0.003 0.012 -0.235
H -0.65259 -0.86270 1.17265 0.009 0.013 -0.008 0.351
H -2.32471 -0.89827 -2.31031 -0.014 -0.011 -0.018 -0.084
H -2.05761 -2.52900 -2.92800 -0.009 0.013 0.005 0.271
H -3.36796 -1.53787 -3.57193 -0.001 0.001 -0.007 0.505
H -2.83726 -1.41322 -5.81855 0.000 -0.001 0.000 0.483
```
Positions in Å, forces in eV/Å.

The highest occupied orbital energy (spin up / spin down) comes out at -11.34 / -11.60 eV. The expectation value of S² is 6.0307. Its spin multiplicity is 5. As for the total charge: +1. The calculation puts the frontier orbital gap (spin up / spin down) at 8.811 / 6.189 eV.

=====

Number 1: molecular weight 853.06 g/mol, maximum force 1.3 eV Å⁻¹. Number 2: molecular weight 850.97 g/mol, maximum force 0.5 eV Å⁻¹. Number 3: molecular weight 1015.55 g/mol, maximum force 0.6 eV Å⁻¹.